Record 1
ORCA calculation (ωB97M-V/def2-TZVPD) on the molecule CH2N4O2 at a distorted geometry.

The largest force on an atom is 4.26 eV/A. The calculation puts the energy above the lowest of the compared OMol25 structures with the same formula, charge and spin at 118.9 kcal per mole. The frontier orbital gap is 10.36 eV. Its LUMO energy is -0.0170 Eh. For the HOMO energy, the calculation gives -10.825 eV.

ORCA input file:
```
! wB97M-V def2-TZVPD RIJCOSX def2/J DEFGRID3
* xyz 0 1
H -2.1070 0.7493 -0.6294
N -1.9587 -0.1374 -0.0615
C -0.7936 -0.4820 -0.0235
N -0.1683 -1.6328 0.5278
N 1.0073 -1.6475 0.1137
O 1.4583 -0.5410 -0.4705
N 0.3594 0.4981 -0.5345
O 0.7549 1.1912 0.6549
H 1.4476 2.0021 0.4230
*
```

---

Record 2
ORCA calculation (ωB97M-V/def2-TZVPD) on the molecule C6H9N.

The largest force on an atom is 0.39 eV/A. The calculation puts the energy above the lowest of the compared OMol25 structures with the same formula, charge and spin at 97.8 kcal per mole. The frontier orbital gap (spin up / spin down) is 6.13 / 7.02 eV. Its LUMO energy (spin up / spin down) is 0.0271 / 0.0281 Eh. For the HOMO energy (spin up / spin down), the calculation gives -5.396 / -6.250 eV.

ORCA input file:
```
! wB97M-V def2-TZVPD RIJCOSX def2/J DEFGRID3
* xyz 0 1
C -1.3222 1.4601 -0.1072
C -0.0989 0.6322 -0.0017
C -0.0528 -0.8177 0.0129
C -1.1356 -1.7229 -0.3037
C 1.4071 -1.1125 0.0013
C 2.0811 0.0535 -0.0429
N 1.1809 1.1052 -0.0801
H -2.1183 1.0346 0.5149
H -1.7016 1.4447 -1.1405
H -1.1675 2.5037 0.1882
H -1.0050 -2.7499 0.0195
H -2.1472 -1.3287 -0.2675
H -0.2720 -0.7201 1.1374
H 1.8295 -2.1054 0.0285
H 3.1449 0.2460 -0.0510
H 1.4380 2.0629 0.0963
*
```

---

Record 3
ORCA calculation (ωB97M-V/def2-TZVPD) on a cluster of 2 separate species, C7H14 in total at a distorted geometry.

The largest force on an atom is 1.75 eV/A. The calculation puts the energy above the lowest of the compared OMol25 structures with the same formula, charge and spin at 118.6 kcal per mole. The frontier orbital gap (spin up / spin down) is 7.16 / 8.92 eV. Its LUMO energy (spin up / spin down) is 0.0105 / 0.0321 Eh. For the HOMO energy (spin up / spin down), the calculation gives -6.875 / -8.041 eV.

ORCA input file:
```
! wB97M-V def2-TZVPD RIJCOSX def2/J DEFGRID3
* xyz 0 1
C -1.5481 1.4651 0.1106
C -1.8169 0.0682 0.3450
C -1.6641 -0.7762 -0.8259
C 0.4394 -1.0747 1.4392
C 1.4273 -0.2413 1.0638
C 2.2623 -0.3578 -0.1807
C 1.4727 0.5510 -1.0750
H -1.9469 1.8001 -0.8567
H -1.8549 2.1578 0.8981
H -0.4028 1.4972 -0.0816
H -2.0839 -0.3142 1.3224
H -2.2732 -0.4125 -1.6659
H -0.5901 -0.5870 -1.1638
H -1.8464 -1.8404 -0.6658
H -0.0481 -0.9623 2.4018
H 0.2572 -1.9975 0.8908
H 1.6274 0.6460 1.6663
H 3.3068 -0.0550 -0.0002
H 2.2804 -1.3936 -0.5408
H 1.2949 0.2187 -2.0946
H 1.7069 1.6083 -0.9869
*
```

---

Record 4
ORCA calculation (ωB97M-V/def2-TZVPD) on a structure of composition C3H3N3O at a distorted geometry.

The largest force on an atom is 1.15 eV/A. The calculation puts the energy above the lowest of the compared OMol25 structures with the same formula, charge and spin at 48.4 kcal per mole. The frontier orbital gap is 8.84 eV. Its LUMO energy is -0.0223 Eh. For the HOMO energy, the calculation gives -9.450 eV.

ORCA input file:
```
! wB97M-V def2-TZVPD RIJCOSX def2/J DEFGRID3
* xyz 0 1
O 2.2678 -1.4860 0.2192
C 1.1884 -1.0275 0.0776
N 1.0889 0.8413 0.1201
N -0.0259 1.4685 0.1142
C -1.1253 0.7158 -0.0502
C -1.0897 -0.6604 -0.1760
N -0.0362 -1.4667 -0.1123
H 1.8402 1.5389 0.2342
H -2.0682 1.2433 -0.0922
H -2.0400 -1.1670 -0.3345
*
```

---

Record 5
ORCA calculation (ωB97M-V/def2-TZVPD) on a structure of composition C31H33Br2N9O2STa.

The largest force on an atom is 0.94 eV/A. The calculation puts the energy above the lowest of the compared OMol25 structures with the same formula, charge and spin at 0.7 kcal per mole. The frontier orbital gap is 7.35 eV. Its LUMO energy is -0.3297 Eh. For the HOMO energy, the calculation gives -16.317 eV.

ORCA input file:
```
! wB97M-V def2-TZVPD RIJCOSX def2/J DEFGRID3
* xyz 3 1
Ta 0.2717 -0.3518 -0.7517
N 1.9344 -3.3565 -3.7059
C 1.6004 -2.7535 -2.5552
S 2.0076 -1.0355 -2.3889
N 0.9669 -3.3739 -1.6229
N 0.8135 -2.5567 -0.5026
C 1.0365 -3.1893 0.5980
C 1.2375 -2.5782 1.8806
C 1.4676 -3.3763 3.0091
C 1.8466 -2.7988 4.2032
C 2.0478 -1.4210 4.2714
C 1.8465 -0.6153 3.1614
C 1.4191 -1.1958 1.9794
O 1.1582 -0.4177 0.9001
H 2.5532 -2.9007 -4.3552
H 1.8847 -4.3642 -3.7440
H 1.1917 -4.2622 0.5098
H 1.3626 -4.4514 2.9297
H 2.0178 -3.4138 5.0754
H 2.3756 -0.9756 5.2015
H 2.0125 0.4517 3.2002
Br -4.1808 -3.3690 3.5702
C -3.0553 -2.4727 2.3983
C -2.2160 -1.4597 2.8504
C -1.3678 -0.8645 1.9473
N -1.3241 -1.1938 0.6430
C -2.1937 -2.1168 0.1910
C -3.0501 -2.7883 1.0435
C -2.1774 -2.3294 -1.2702
C -3.0676 -3.1835 -1.8884
C -3.0230 -3.3413 -3.2690
Br -4.2096 -4.4793 -4.1291
C -2.0662 -2.6307 -3.9780
C -1.2178 -1.7971 -3.2862
N -1.2589 -1.6131 -1.9567
H -2.2118 -1.1510 3.8860
H -0.7084 -0.0702 2.2657
H -3.7166 -3.5518 0.6744
H -3.8022 -3.7294 -1.3182
H -1.9732 -2.7254 -5.0504
H -0.4492 -1.2751 -3.8302
O -0.1289 0.7392 -2.7911
C -0.7081 2.0402 -2.8918
C -1.8325 2.0584 -1.9157
C -2.8693 2.9578 -2.0997
C -3.9180 2.9814 -1.2014
C -3.8924 2.0757 -0.1533
C -2.8307 1.2022 -0.0470
N -1.7820 1.1761 -0.8981
H 0.5527 0.5955 -3.4631
H -1.0739 2.2007 -3.9055
H 0.0311 2.8047 -2.6505
H -2.8486 3.6242 -2.9520
H -4.7397 3.6747 -1.3232
H -4.6899 2.0314 0.5749
H -2.8278 0.4993 0.7648
C 1.4206 3.5015 3.0192
C 0.0752 3.3240 2.3493
N 0.2111 2.4398 1.1816
C 1.3531 2.2996 0.4669
N 1.2703 1.5797 -0.6882
C 2.3657 1.9718 -1.6097
C 3.6998 1.7271 -0.9275
C 3.7840 2.6786 0.2483
N 2.4689 2.8734 0.8845
C 2.4554 3.8651 1.9765
H 1.7217 2.5875 3.5324
H 1.3572 4.2850 3.7724
H -0.3125 4.2918 2.0231
H -0.6532 2.8862 3.0311
H -0.6171 2.3365 0.6172
H 2.2670 3.0337 -1.8595
H 2.2978 1.4224 -2.5424
H 4.5367 1.9035 -1.6023
H 3.7519 0.6877 -0.5997
H 4.1243 3.6634 -0.0792
H 4.4771 2.3269 1.0127
H 2.2653 4.8542 1.5521
H 3.4549 3.8781 2.4066
*
```

---

Record 6
ORCA calculation (ωB97M-V/def2-TZVPD) on a cluster of 6 separate species, C21H49BNO16P in total.

The largest force on an atom is 0.75 eV/A. The frontier orbital gap is 8.06 eV. Its LUMO energy is 0.0178 Eh. For the HOMO energy, the calculation gives -7.581 eV.

ORCA input file:
```
! wB97M-V def2-TZVPD RIJCOSX def2/J DEFGRID3
* xyz 0 1
C 1.2596 -2.0468 -1.0835
C 0.8822 -0.6239 -0.6764
C 0.9117 0.3393 -1.8632
C 1.0743 1.8293 -1.5176
N -0.1520 2.6539 -1.6000
P -1.6540 1.9332 -0.9471
B -3.3481 1.1068 -0.2906
O -3.8947 1.4907 0.9135
C -4.0793 0.0110 -1.1340
C -3.4684 -1.3559 -0.7302
H 2.2172 -2.0460 -1.5993
H 1.3116 -2.6886 -0.2066
H 0.4950 -2.4454 -1.7496
H -0.1119 -0.6534 -0.2229
H 1.5556 -0.2554 0.0987
H 1.7938 0.0630 -2.4442
H 0.0599 0.1683 -2.5198
H 1.5667 1.9240 -0.5456
H 1.7744 2.2398 -2.2459
H 0.0085 3.4628 -1.0029
H -1.8298 1.2534 -2.1938
H -0.9921 1.4241 0.2319
H -2.2156 3.2351 -0.8152
H -3.2002 1.6615 1.5588
H -3.9315 0.1633 -2.2046
H -5.1579 0.0211 -0.9768
H -4.2139 -2.0052 -0.2793
H -2.6696 -1.2236 0.0036
H -3.0507 -1.8866 -1.5809
C -3.0590 -7.0661 2.6144
O -3.8839 -6.1016 1.9554
C -4.1449 -5.0170 2.6832
O -3.7526 -4.8066 3.8007
O -4.9141 -4.2059 1.9596
C -5.2746 -2.9911 2.6224
H -2.9341 -7.8820 1.9095
H -2.0896 -6.6376 2.8602
H -3.5415 -7.4292 3.5194
H -4.3872 -2.4108 2.8678
H -5.8428 -3.2009 3.5261
H -5.8894 -2.4335 1.9223
C 1.5799 3.8089 3.9402
O 0.5072 4.7388 3.7575
C -0.5330 4.2523 3.0882
O -0.6253 3.1341 2.6477
O -1.4516 5.2091 2.9876
C -2.6401 4.8226 2.2903
H 2.3493 4.3374 4.4948
H 1.2466 2.9456 4.5121
H 1.9796 3.4887 2.9803
H -3.1372 4.0011 2.8024
H -2.4091 4.5342 1.2667
H -3.2828 5.6970 2.2899
C -2.3861 -2.1299 -8.0150
O -1.9621 -1.4886 -6.8097
C -2.3024 -0.2028 -6.7077
O -2.9245 0.4346 -7.5144
O -1.8094 0.2394 -5.5551
C -2.0758 1.6085 -5.2423
H -2.0320 -3.1541 -7.9482
H -3.4712 -2.1195 -8.0943
H -1.9469 -1.6435 -8.8836
H -3.1462 1.7804 -5.1421
H -1.6635 2.2752 -5.9969
H -1.5842 1.7832 -4.2909
C 7.2647 1.8478 6.7771
O 6.4542 2.8011 6.0831
C 6.0748 3.8391 6.8259
O 6.3521 4.0196 7.9817
O 5.3319 4.6443 6.0661
C 4.8534 5.8091 6.7440
H 7.4933 1.0701 6.0553
H 8.1850 2.3103 7.1272
H 6.7216 1.4238 7.6191
H 5.6800 6.4242 7.0928
H 4.2199 5.5311 7.5839
H 4.2673 6.3662 6.0191
C 5.3178 -3.6284 -2.4799
O 4.2143 -2.8306 -2.9162
C 3.3035 -3.4983 -3.6257
O 3.3488 -4.6671 -3.9061
O 2.3375 -2.6486 -3.9623
C 1.2749 -3.2291 -4.7251
H 5.9673 -2.9597 -1.9235
H 4.9763 -4.4350 -1.8343
H 5.8539 -4.0408 -3.3321
H 0.7842 -4.0188 -4.1596
H 1.6483 -3.6246 -5.6675
H 0.5689 -2.4262 -4.9181
*
```

---

Record 7
ORCA calculation (ωB97M-V/def2-TZVPD) on a structure of composition C37H70BN6O6P2Rh.

The largest force on an atom is 0.98 eV/A. The calculation puts the energy above the lowest of the compared OMol25 structures with the same formula, charge and spin at 0.0 kcal per mole. The frontier orbital gap (spin up / spin down) is 7.08 / 7.08 eV. Its LUMO energy (spin up / spin down) is -0.2469 / -0.2468 Eh. For the HOMO energy (spin up / spin down), the calculation gives -13.795 / -13.795 eV.

ORCA input file:
```
! wB97M-V def2-TZVPD RIJCOSX def2/J DEFGRID3
* xyz 2 1
Rh -1.0107 0.4529 -0.1681
C -5.1130 3.6408 0.8716
C -4.2124 2.8696 -0.0343
C -4.2519 2.7499 -1.4064
C -3.1947 1.9101 -1.7801
N -2.5675 1.5532 -0.6492
N -3.1809 2.1365 0.4157
B -2.6467 1.9144 1.8589
N -1.1867 2.3490 1.8431
N -0.5694 2.2325 0.6442
C 0.5361 3.0149 0.6568
C 0.6090 3.6036 1.9140
C -0.4919 3.1688 2.6343
C -0.9283 3.5239 4.0147
C 1.3354 3.4306 -0.5648
C 1.0167 4.9221 -0.7817
C 2.8409 3.2865 -0.3325
C 0.9022 2.6711 -1.8144
N -2.7280 0.4129 2.0685
N -2.4988 -0.3439 0.9612
C -3.0880 -1.5530 1.1569
C -3.5817 -1.5594 2.4620
C -3.3586 -0.3071 2.9964
C -3.7751 0.2515 4.3149
C -3.4726 -2.5982 0.1168
C -4.9991 -2.7627 0.2199
C -3.1687 -2.1435 -1.3084
C -2.8335 -3.9510 0.4346
C -2.8425 1.5018 -3.1970
C -1.6569 0.5433 -3.2646
C -4.0663 0.8128 -3.8159
C -2.5142 2.7705 -3.9963
H -5.8697 4.1491 0.2793
H -4.5601 4.3887 1.4398
H -5.6162 2.9840 1.5813
H -4.9684 3.2138 -2.0643
H -3.2908 2.5247 2.6566
H 1.3470 4.3154 2.2459
H -0.2145 4.2113 4.4614
H -0.9946 2.6343 4.6423
H -1.9090 4.0005 4.0109
H 1.3520 5.5275 0.0607
H -0.0558 5.0804 -0.9119
H 1.5275 5.2758 -1.6790
H 3.1504 3.8311 0.5623
H 3.3785 3.7097 -1.1829
H 3.1396 2.2488 -0.2261
H -0.1471 2.8775 -2.0342
H 1.0535 1.5961 -1.7049
H 1.4955 2.9984 -2.6701
H -4.1232 -2.3626 2.9328
H -4.2068 -0.5387 4.9240
H -4.5229 1.0359 4.1933
H -2.9286 0.6811 4.8506
H -5.5155 -1.8236 0.0105
H -5.3038 -3.1078 1.2077
H -5.3276 -3.5046 -0.5096
H -3.7396 -1.2428 -1.5512
H -3.4595 -2.9265 -2.0118
H -2.1119 -1.9502 -1.4554
H -3.0281 -4.2315 1.4721
H -1.7676 -3.9336 0.2780
H -3.2706 -4.7193 -0.2070
H -1.8718 -0.3851 -2.7358
H -0.7464 1.0056 -2.8779
H -1.4563 0.2809 -4.3056
H -4.3158 -0.1069 -3.2833
H -3.8601 0.5617 -4.8578
H -4.9394 1.4653 -3.7943
H -1.6650 3.3059 -3.5709
H -3.3661 3.4510 -4.0157
H -2.2713 2.5056 -5.0270
C 3.7472 -0.9043 3.7749
C 3.5053 0.5149 3.3121
C 4.7803 1.2761 3.0367
O 2.6130 0.5768 2.1456
P 2.4469 -0.1330 0.7768
O 1.2491 0.4412 0.1001
C 2.2034 -1.8964 1.0410
P 0.9821 -2.4213 -0.1605
O -0.3152 -1.6795 0.0111
O 0.7065 -3.9374 -0.0241
C 1.5649 -5.1096 0.2487
C 1.9498 -5.1587 1.7114
C 2.7398 -5.1492 -0.7015
O 1.7282 -2.1599 -1.5105
C 1.0793 -1.6485 -2.7259
C 0.3617 -2.7749 -3.4328
C 2.1658 -0.9936 -3.5399
O 3.6818 0.0529 -0.1512
C 5.0201 -0.5543 -0.0927
C 6.0095 0.5496 -0.3784
C 5.0979 -1.6731 -1.1087
H 4.3658 -0.8774 4.6717
H 4.2868 -1.4851 3.0220
H 2.8177 -1.4152 4.0282
H 2.9283 1.0444 4.0672
H 5.4569 0.7046 2.4019
H 5.2917 1.4685 3.9803
H 4.5678 2.2337 2.5604
H 1.8047 -2.0690 2.0414
H 3.1345 -2.4467 0.9065
H 0.8925 -5.9355 0.0310
H 2.7586 -4.4645 1.9456
H 2.2973 -6.1629 1.9536
H 1.0913 -4.9361 2.3463
H 3.4210 -4.3123 -0.5321
H 2.4109 -5.1240 -1.7400
H 3.2976 -6.0718 -0.5398
H 0.3617 -0.8938 -2.4069
H 1.0772 -3.4985 -3.8275
H -0.2205 -2.3764 -4.2648
H -0.3212 -3.2945 -2.7575
H 2.9173 -1.7289 -3.8334
H 2.6510 -0.2022 -2.9658
H 1.7364 -0.5606 -4.4445
H 5.1732 -0.9534 0.9145
H 5.7643 1.0150 -1.3342
H 7.0147 0.1325 -0.4456
H 6.0009 1.3180 0.3919
H 5.1393 -1.2656 -2.1199
H 4.2374 -2.3381 -1.0501
H 6.0049 -2.2536 -0.9362
*
```

---

Record 8
ORCA calculation (ωB97M-V/def2-TZVPD) on a cluster of 4 separate species, C5H19N2O3S in total at a distorted geometry.

The largest force on an atom is 2.49 eV/A. The calculation puts the energy above the lowest of the compared OMol25 structures with the same formula, charge and spin at 51.0 kcal per mole. The frontier orbital gap is 5.66 eV. Its LUMO energy is 0.1099 Eh. For the HOMO energy, the calculation gives -2.667 eV.

ORCA input file:
```
! wB97M-V def2-TZVPD RIJCOSX def2/J DEFGRID3
* xyz -1 1
C 1.1887 0.4812 1.4608
C 1.5599 -0.9939 1.5570
S 0.3649 -2.0481 2.3522
C -0.2242 0.6956 0.7666
N -0.2957 0.1616 -0.6187
C -1.3738 -0.7974 -0.9347
C -0.9742 -1.9077 -1.9248
N -0.2676 -3.0216 -1.2974
H 1.0623 1.0584 2.4372
H 2.1223 0.7563 0.9833
H 2.5003 -1.2438 2.0759
H 1.6937 -1.5041 0.5727
H -1.1662 0.3183 1.2790
H -0.5971 1.7235 0.5809
H 0.5783 -0.1275 -0.9362
H -1.5862 -1.3155 0.0005
H -2.0954 -0.1139 -1.3440
H -0.2596 -1.4624 -2.6926
H -1.8063 -2.3937 -2.3878
H -0.7738 -3.4689 -0.5549
H 0.6790 -2.6732 -1.0120
H -2.1389 2.0626 -0.9535
H -1.5533 3.5572 -0.8942
O -2.2383 2.9483 -0.6491
H 2.0945 2.0413 -0.4861
H 0.7241 2.6826 -0.0844
O 1.6925 2.7597 0.0360
H 0.9485 2.0924 -2.2021
H -0.3985 1.4795 -1.9319
O 0.0115 2.3107 -2.2485
*
```